(1)
{
  "formula": "C25H32BN3O",
  "method": "ωB97M-V/def2-TZVPD",
  "symbols": ["C", "N", "C", "O", "C", "C", "C", "C", "C", "C", "C", "C", "N", "C", "C", "C", "C", "C", "C", "C", "C", "C", "C", "C", "C", "C", "C", "H", "H", "H", "H", "H", "H", "H", "H", "H", "H", "H", "H", "H", "H", "H", "H", "H", "H", "H", "H", "H", "H", "H", "H", "H", "H", "H", "H", "H", "H", "B", "C", "N", "H", "H"],
  "positions_angstrom": [[2.619, -2.884, -1.203], [2.064, -2.143, -0.101], [2.828, -1.886, 1.021], [3.933, -2.379, 1.252], [2.072, -0.858, 1.830], [2.789, 0.489, 1.910], [3.180, 1.014, 0.547], [4.324, 0.527, -0.099], [4.648, 0.932, -1.396], [3.816, 1.831, -2.072], [2.684, 2.340, -1.426], [2.407, 1.978, -0.106], [0.784, -0.789, 1.134], [-0.088, 0.217, 1.392], [-0.991, 0.669, 0.484], [-2.161, 1.426, 1.005], [-3.468, 1.392, 0.189], [-4.676, 1.373, 0.897], [-5.887, 1.200, 0.231], [-5.921, 1.045, -1.155], [-4.718, 1.084, -1.862], [-3.491, 1.280, -1.206], [0.701, -1.613, -0.075], [-0.436, -2.721, -0.081], [-0.160, -3.691, 1.071], [-0.403, -3.448, -1.426], [-1.821, -2.112, 0.088], [3.694, -2.675, -1.261], [2.492, -3.970, -1.062], [2.160, -2.573, -2.151], [1.894, -1.264, 2.831], [2.165, 1.231, 2.425], [3.715, 0.323, 2.478], [4.973, -0.174, 0.434], [5.554, 0.547, -1.871], [4.031, 2.108, -3.106], [2.018, 3.043, -1.929], [1.579, 2.472, 0.414], [0.039, 0.738, 2.353], [-0.875, 0.467, -0.593], [-2.386, 1.078, 2.056], [-1.819, 2.449, 1.094], [-4.671, 1.558, 1.975], [-6.815, 1.289, 0.781], [-6.871, 1.028, -1.692], [-4.732, 1.073, -2.948], [-2.564, 1.415, -1.774], [0.554, -0.971, -0.969], [-0.220, -3.188, 2.045], [-0.916, -4.486, 1.049], [0.826, -4.158, 0.959], [-0.394, -2.733, -2.264], [0.455, -4.126, -1.507], [-1.312, -4.059, -1.530], [-2.058, -1.415, -0.724], [-2.580, -2.906, 0.058], [-1.943, -1.607, 1.049], [-0.209, 5.093, -0.127], [0.173, 5.299, 1.314], [0.422, 5.375, 2.470], [0.389, 4.253, -0.764], [-1.393, 5.195, -0.353]],
  "atomic_forces_ev_per_a": [[0.3, -0.3, -0.2], [0.3, 0.0, 0.6], [0.4, -0.7, -0.9], [-1.4, 0.8, -0.2], [-0.9, -0.2, 0.1], [0.8, 0.1, -0.1], [0.0, 0.3, -0.3], [0.1, 0.0, -0.1], [-0.2, 0.2, 0.1], [-0.2, -0.3, 0.1], [0.3, 0.0, 0.2], [-0.1, 0.0, -0.2], [0.6, -0.6, 0.0], [-0.7, 1.1, -1.3], [0.9, -0.4, 0.5], [-0.8, 0.6, 0.5], [0.5, -0.6, 0.5], [-0.1, 0.1, -0.4], [0.1, 0.4, -0.1], [0.4, 0.3, 0.0], [0.3, 0.5, 0.1], [-0.4, 0.1, 0.3], [0.3, 0.4, -0.1], [0.8, 0.4, 0.4], [-0.1, -0.2, -0.2], [-0.1, -0.3, -0.1], [-0.5, -0.1, 0.1], [-0.2, -0.1, 0.1], [0.1, 0.3, -0.2], [0.0, -0.1, 0.4], [0.2, 0.1, 0.2], [0.2, -0.3, 0.0], [-0.3, 0.1, 0.1], [-0.2, 0.2, -0.2], [-0.3, 0.1, 0.1], [0.0, 0.0, 0.3], [0.3, -0.1, 0.1], [0.2, -0.4, -0.2], [-0.5, -0.7, -0.1], [-0.3, -0.2, 0.8], [0.1, 0.4, -1.2], [-0.3, 0.8, 0.2], [0.0, -0.2, -0.3], [0.0, -0.2, 0.0], [0.3, -0.2, 0.2], [0.0, -0.2, 0.1], [-0.4, -0.3, 0.1], [0.1, -0.2, 0.2], [0.1, -0.1, -0.2], [0.2, 0.1, 0.1], [-0.2, 0.1, 0.1], [0.1, -0.2, 0.2], [-0.3, 0.2, -0.1], [0.2, 0.1, 0.0], [0.0, -0.1, 0.2], [0.2, 0.0, -0.1], [0.1, 0.0, -0.2], [-1.4, -2.4, -0.1], [1.3, 0.8, 4.0], [-0.8, -0.3, -3.6], [0.2, 1.1, 0.0], [0.7, 0.7, -0.3]],
  "gap_ev": 5.815,
  "smiles": "CN1C(=O)[C@@H](Cc2ccccc2)N(/C=C/Cc2ccccc2)[C@@H]1C(C)(C)C.BC#N",
  "e_lumo_ev": -1.6,
  "total_energy_ev": -33636.6334,
  "homo_ev": -7.5,
  "fmax_ev_per_a": 4.27
}

=====

(2)
{
  "formula": "C25H32FN5O4",
  "method": "ωB97M-V/def2-TZVPD",
  "symbols": ["C", "N", "C", "C", "C", "N", "C", "O", "C", "O", "N", "C", "C", "C", "C", "C", "C", "C", "C", "O", "C", "O", "N", "C", "C", "N", "C", "C", "C", "C", "F", "C", "C", "C", "C", "H", "H", "H", "H", "H", "H", "H", "H", "H", "H", "H", "H", "H", "H", "H", "H", "H", "H", "H", "H", "H", "H", "H", "H", "H", "H", "H", "H", "H", "H", "H", "H"],
  "positions_angstrom": [[-5.143, -1.531, 2.057], [-4.850, -2.824, 1.469], [-4.731, -3.847, 2.487], [-5.814, -3.212, 0.457], [-5.767, -2.303, -0.777], [-4.423, -2.143, -1.264], [-3.746, -0.995, -1.218], [-4.186, 0.092, -0.879], [-2.295, -1.162, -1.678], [-1.831, -2.250, -1.976], [-1.654, 0.010, -1.718], [-0.249, 0.150, -1.988], [0.532, 0.503, -0.701], [-0.169, 1.678, -0.056], [-1.047, 1.488, 0.999], [-1.754, 2.545, 1.568], [-1.542, 3.794, 1.040], [-0.657, 3.994, -0.023], [0.033, 2.955, -0.592], [-0.632, 5.324, -0.349], [-1.535, 5.955, 0.533], [-2.089, 4.995, 1.406], [1.916, 0.859, -0.993], [2.650, -0.134, -1.759], [4.042, 0.426, -2.078], [4.789, 0.760, -0.888], [5.599, -0.175, -0.264], [6.455, 0.232, 0.770], [7.325, -0.650, 1.376], [7.362, -1.964, 0.947], [8.215, -2.834, 1.538], [6.547, -2.400, -0.078], [5.671, -1.512, -0.673], [4.032, 1.709, -0.100], [2.647, 1.144, 0.233], [-5.060, -0.752, 1.303], [-4.409, -1.327, 2.834], [-6.148, -1.492, 2.506], [-5.669, -4.007, 3.043], [-4.437, -4.787, 2.023], [-3.955, -3.555, 3.193], [-5.566, -4.231, 0.146], [-6.850, -3.217, 0.845], [-6.395, -2.739, -1.561], [-6.139, -1.303, -0.547], [-3.878, -2.966, -1.495], [-2.178, 0.809, -1.380], [-0.091, 0.940, -2.727], [0.074, -0.812, -2.391], [0.476, -0.370, -0.022], [-1.197, 0.493, 1.391], [-2.440, 2.392, 2.384], [0.721, 3.107, -1.406], [-1.003, 6.722, 1.119], [-2.341, 6.436, -0.045], [2.134, -0.326, -2.699], [2.743, -1.084, -1.204], [4.609, -0.268, -2.697], [3.909, 1.356, -2.641], [6.459, 1.262, 1.091], [7.980, -0.325, 2.169], [6.591, -3.429, -0.398], [5.034, -1.883, -1.460], [4.552, 1.949, 0.824], [3.912, 2.624, -0.688], [2.087, 1.876, 0.816], [2.771, 0.231, 0.845]],
  "atomic_forces_ev_per_a": [[0.0, 0.0, -0.1], [-0.1, -0.1, 0.0], [0.0, 0.0, -0.1], [0.2, 0.2, -0.1], [-0.2, 0.0, 0.2], [0.1, -0.3, -0.2], [-0.2, -0.1, 0.0], [0.0, 0.1, 0.1], [0.2, 0.1, -0.1], [0.0, -0.2, 0.0], [-0.2, 0.3, 0.1], [0.3, -0.3, 0.0], [-0.2, 0.0, -0.1], [0.0, -0.1, 0.3], [0.2, 0.0, -0.2], [-0.1, 0.5, 0.0], [0.4, -0.1, -0.4], [-0.3, -0.2, 0.4], [-0.2, 0.3, 0.1], [0.3, -0.4, -0.2], [-0.3, 1.2, 0.0], [-0.1, -0.4, 0.2], [-0.1, -0.1, 0.0], [0.2, 0.1, -0.2], [-0.2, -0.3, -0.1], [-0.1, 0.4, -0.4], [0.4, -0.3, 0.1], [-0.1, 0.0, -0.1], [0.0, -0.3, 0.0], [-0.1, 0.0, -0.1], [-0.1, 0.1, 0.0], [0.3, 0.0, 0.3], [-0.2, 0.3, 0.0], [-0.3, -0.1, 0.3], [0.3, 0.3, 0.1], [0.0, 0.1, 0.0], [0.0, 0.1, 0.0], [0.0, 0.0, 0.0], [0.0, 0.0, 0.0], [0.0, -0.1, 0.0], [0.0, 0.0, 0.1], [-0.1, 0.0, 0.0], [0.1, -0.1, 0.0], [0.0, 0.1, 0.1], [0.0, -0.1, -0.1], [0.1, 0.2, 0.0], [0.0, -0.2, 0.0], [0.1, -0.1, 0.0], [0.0, 0.2, -0.1], [0.0, 0.1, -0.1], [0.0, -0.1, 0.0], [-0.1, 0.0, 0.1], [0.1, 0.0, -0.1], [-0.1, -0.2, -0.1], [0.2, -0.2, 0.1], [0.0, -0.1, 0.0], [0.0, 0.0, 0.0], [0.0, 0.0, 0.0], [0.0, -0.1, -0.1], [0.0, 0.1, 0.0], [0.1, 0.0, 0.1], [0.0, -0.1, 0.0], [-0.1, 0.0, -0.1], [0.0, 0.0, -0.1], [0.0, 0.0, 0.1], [0.1, -0.1, 0.0], [0.0, 0.1, 0.0]],
  "gap_ev": 8.309,
  "smiles": "CN(C)CCNC(=O)C(=O)NC[C@H](c1ccc2c(c1)OCO2)N1CCN(c2ccc(F)cc2)CC1",
  "e_lumo_ev": 0.7,
  "total_energy_ev": -44802.5035,
  "homo_ev": -7.6,
  "fmax_ev_per_a": 1.28,
  "e_above_lowest_kj_mol": 0.0
}

=====

(3)
{
  "formula": "C25H32N2O3",
  "method": "ωB97M-V/def2-TZVPD",
  "symbols": ["C", "C", "O", "C", "O", "C", "C", "C", "C", "C", "C", "C", "C", "C", "C", "C", "N", "C", "C", "C", "C", "C", "N", "C", "C", "O", "C", "C", "C", "C", "H", "H", "H", "H", "H", "H", "H", "H", "H", "H", "H", "H", "H", "H", "H", "H", "H", "H", "H", "H", "H", "H", "H", "H", "H", "H", "H", "H", "H", "H", "H", "H"],
  "positions_angstrom": [[-5.836, -1.518, 0.123], [-4.558, -2.344, 0.173], [-3.409, -1.512, 0.332], [-2.903, -0.958, -0.774], [-3.352, -1.154, -1.875], [-1.668, -0.110, -0.498], [-0.431, -0.999, -0.764], [-0.312, -2.251, 0.119], [1.137, -2.628, 0.250], [1.934, -1.982, 1.189], [3.278, -2.287, 1.304], [3.848, -3.238, 0.473], [3.065, -3.877, -0.472], [1.719, -3.574, -0.581], [-1.616, 1.038, -1.520], [-2.554, 2.197, -1.161], [-2.415, 2.697, 0.188], [-1.364, 3.668, 0.448], [0.059, 3.162, 0.401], [0.667, 2.631, 1.534], [1.900, 2.015, 1.458], [2.568, 1.921, 0.238], [3.771, 1.210, 0.202], [4.568, 0.922, -0.869], [5.735, 0.033, -0.489], [4.376, 1.318, -1.995], [2.013, 2.532, -0.882], [0.776, 3.144, -0.790], [-2.578, 1.623, 1.139], [-1.633, 0.431, 0.936], [-6.696, -2.178, 0.064], [-5.825, -0.874, -0.753], [-5.920, -0.902, 1.015], [-4.449, -2.927, -0.748], [-4.551, -3.009, 1.039], [-0.433, -1.298, -1.814], [0.453, -0.374, -0.604], [-0.883, -3.072, -0.317], [-0.717, -2.045, 1.110], [1.490, -1.241, 1.839], [3.882, -1.793, 2.053], [4.896, -3.484, 0.565], [3.505, -4.617, -1.125], [1.112, -4.079, -1.319], [-1.899, 0.647, -2.499], [-0.592, 1.403, -1.579], [-2.401, 3.022, -1.860], [-3.592, 1.856, -1.266], [-1.491, 4.468, -0.288], [-1.567, 4.085, 1.440], [0.159, 2.685, 2.488], [2.346, 1.588, 2.346], [4.038, 0.800, 1.087], [5.360, -0.947, -0.198], [6.293, 0.462, 0.340], [6.391, -0.079, -1.347], [2.541, 2.505, -1.820], [0.355, 3.608, -1.671], [-2.449, 2.024, 2.147], [-3.612, 1.271, 1.046], [-1.917, -0.349, 1.643], [-0.610, 0.737, 1.154]],
  "atomic_forces_ev_per_a": [[0.4, -0.1, 0.0], [-0.5, -0.3, -0.2], [0.1, 0.1, 0.3], [0.2, 0.2, -0.2], [-0.1, -0.1, -0.1], [0.2, 0.0, -0.1], [-0.2, -0.1, 0.1], [0.1, 0.2, -0.1], [-0.1, -0.1, 0.0], [0.0, 0.0, 0.0], [0.0, 0.0, 0.1], [0.1, -0.1, 0.0], [0.1, 0.0, 0.0], [0.0, 0.0, 0.0], [-0.2, 0.1, 0.0], [0.1, -0.1, -0.2], [-0.1, 0.2, 0.0], [-0.1, 0.0, 0.0], [0.1, 0.2, 0.0], [0.1, 0.2, -0.2], [0.0, 0.0, 0.0], [-0.2, 0.1, -0.1], [0.0, 0.0, 0.5], [0.4, -0.3, 0.2], [0.0, 0.0, -0.2], [-0.1, 0.1, -0.3], [0.1, 0.0, -0.2], [0.0, 0.1, 0.4], [0.1, -0.1, 0.1], [-0.2, 0.1, 0.0], [-0.1, -0.1, 0.0], [0.0, 0.0, -0.1], [-0.1, 0.0, 0.1], [0.0, 0.0, 0.2], [0.0, 0.1, -0.1], [0.1, 0.0, -0.1], [-0.1, 0.1, 0.0], [0.0, 0.0, 0.1], [0.0, -0.1, 0.0], [-0.1, 0.1, 0.1], [0.0, 0.0, 0.1], [0.1, 0.0, 0.0], [0.0, -0.1, -0.1], [-0.1, -0.1, -0.1], [0.1, 0.0, 0.0], [-0.1, -0.1, 0.0], [-0.1, 0.0, 0.0], [0.0, 0.0, -0.1], [0.0, 0.0, 0.1], [0.1, 0.1, -0.1], [-0.1, 0.0, 0.1], [0.1, 0.0, 0.1], [0.0, 0.0, -0.2], [0.0, -0.1, 0.1], [0.1, 0.0, 0.1], [0.0, 0.0, 0.0], [0.0, 0.0, 0.0], [-0.1, 0.0, -0.1], [-0.1, 0.0, 0.0], [0.0, 0.0, 0.1], [0.1, 0.0, 0.0], [-0.1, -0.1, 0.0]],
  "gap_ev": 8.637,
  "smiles": "CCOC(=O)C1(CCc2ccccc2)CCN(Cc2ccc(NC(C)=O)cc2)CC1",
  "e_lumo_ev": 0.6,
  "total_energy_ev": -35568.5294,
  "homo_ev": -8.0,
  "fmax_ev_per_a": 0.57,
  "e_above_lowest_kj_mol": 49.5
}